This record from OMol25 describes the molecule F4NP at a distorted geometry. The level of theory is ωB97M-V/def2-TZVPD.

Orbital gap = 10.005 eV
Energy relative to the best compared isomer or geometry (same formula, charge and spin) = 231.4 kJ/mol
SMILES = FN(F)P(F)F
LUMO = -0.1 eV

Cartesian coordinates (Å):
N 0.97 0.29 -0.32
F 1.76 0.74 0.66
F 1.31 -1.08 -0.54
F -1.51 -1.15 0.22
F -1.60 0.93 -0.64
P -0.92 0.27 0.62



This record from OMol25 describes a cluster of 9 separate species, F6H16O8P in total at a distorted geometry. The level of theory is ωB97M-V/def2-TZVPD.

Orbital gap = 10.742 eV
Energy relative to the best compared isomer or geometry (same formula, charge and spin) = 27.6 kJ/mol
LUMO = 3.0 eV
Charge = -1

Cartesian coordinates (Å):
P 0.47 -0.16 -0.35
F 1.14 -1.61 -0.23
F -0.12 -0.19 1.17
F 1.87 0.49 0.22
F -0.18 1.33 -0.42
F 1.08 0.05 -1.83
F -0.89 -0.88 -0.87
O 0.85 2.62 2.19
H 0.42 2.79 1.35
H 0.94 1.66 2.21
O -2.70 1.36 1.58
H -2.44 2.27 1.77
H -2.12 0.82 2.13
O -3.32 -0.89 -2.17
H -3.20 -1.72 -2.64
H -2.44 -0.68 -1.81
O -1.03 0.57 -3.81
H -0.38 0.78 -3.13
H -0.51 0.11 -4.49
O -3.63 -1.28 0.81
H -3.52 -0.41 1.22
H -3.37 -1.14 -0.11
O 3.46 -1.65 2.76
H 4.13 -1.00 3.01
H 2.98 -1.23 2.03
O 2.82 3.12 -0.88
H 2.42 2.26 -1.07
H 2.44 3.72 -1.52
O 1.77 -4.00 0.75
H 1.02 -3.46 0.49
H 2.04 -3.63 1.60



This record from OMol25 describes a cluster of 12 separate species, F6H22O11P in total at a distorted geometry. The level of theory is ωB97M-V/def2-TZVPD.

Orbital gap = 10.335 eV
Energy relative to the best compared isomer or geometry (same formula, charge and spin) = 109.5 kJ/mol
LUMO = 2.5 eV
Charge = -1

Cartesian coordinates (Å):
P -0.31 -0.21 0.18
F -0.48 1.27 0.86
F -1.90 -0.27 -0.23
F -0.03 0.31 -1.30
F -0.18 -1.73 -0.42
F 1.31 -0.20 0.53
F -0.70 -0.86 1.60
O 0.81 -4.23 0.87
H 0.53 -3.57 0.23
H -0.01 -4.63 1.16
O 0.25 2.14 3.30
H 0.13 1.58 2.53
H -0.56 2.05 3.80
O -1.89 -3.78 1.37
H -2.55 -4.03 2.01
H -1.99 -2.83 1.27
O -3.65 1.49 2.03
H -3.02 0.87 1.67
H -4.35 0.95 2.40
O 1.58 0.73 -3.50
H 0.83 0.73 -2.91
H 2.31 0.43 -2.97
O -0.09 3.45 -2.44
H 0.64 3.09 -1.94
H 0.18 3.36 -3.36
O 2.65 -1.78 2.25
H 2.17 -0.97 2.09
H 2.26 -2.41 1.64
O -1.56 4.14 0.42
H -2.01 4.51 -0.34
H -1.98 3.29 0.56
O 1.88 2.41 -0.30
H 1.09 1.94 -0.04
H 2.60 1.86 -0.02
O -1.97 -2.17 -2.33
H -1.45 -2.25 -3.13
H -1.32 -2.01 -1.64
O 3.39 -0.65 -2.20
H 3.96 -1.37 -2.46
H 3.41 -0.66 -1.24



This record from OMol25 describes a cluster of 12 separate species, F6H22O11P in total at a distorted geometry. The level of theory is ωB97M-V/def2-TZVPD.

Orbital gap = 10.526 eV
Energy relative to the best compared isomer or geometry (same formula, charge and spin) = 42.0 kJ/mol
LUMO = 2.5 eV
Charge = -1

Cartesian coordinates (Å):
P -0.64 -0.37 0.81
F -0.86 1.24 0.71
F -0.85 -0.41 2.36
F -2.24 -0.48 0.49
F -0.57 -1.99 0.77
F -0.36 -0.40 -0.81
F 0.96 -0.15 0.97
O -1.02 4.08 -1.12
H -1.52 4.50 -0.42
H -0.32 3.59 -0.65
O -2.17 2.51 2.89
H -2.66 1.99 3.53
H -1.83 1.86 2.26
O 3.15 2.00 2.14
H 3.91 1.99 1.55
H 2.62 1.23 1.85
O -2.54 -3.40 2.53
H -2.60 -2.47 2.29
H -1.95 -3.76 1.86
O 1.30 -2.74 -1.48
H 0.52 -2.28 -1.12
H 1.51 -3.39 -0.81
O -4.34 0.28 -1.38
H -4.39 1.23 -1.45
H -3.46 0.13 -1.00
O -2.36 -2.90 -1.92
H -1.57 -3.43 -2.08
H -2.27 -2.59 -1.01
O 4.22 -1.57 0.34
H 3.88 -2.47 0.28
H 3.61 -1.04 -0.20
O 0.97 -0.54 -3.58
H 1.60 -1.24 -3.37
H 0.12 -0.88 -3.27
O 2.78 0.49 -1.19
H 2.17 0.28 -0.46
H 2.21 0.28 -1.96
O 1.42 3.60 0.25
H 1.99 4.33 0.51
H 1.59 2.91 0.90



This record from OMol25 describes a cluster of 13 separate species, F6H24O12P in total at a distorted geometry. The level of theory is ωB97M-V/def2-TZVPD.

Orbital gap = 10.307 eV
Energy relative to the best compared isomer or geometry (same formula, charge and spin) = 160.4 kJ/mol
LUMO = 2.4 eV
Charge = -1

Cartesian coordinates (Å):
P 0.04 0.58 -0.21
F -0.92 1.26 0.89
F -1.28 -0.18 -0.85
F -0.08 1.91 -1.10
F 1.11 -0.02 -1.31
F 1.29 1.22 0.61
F 0.13 -0.76 0.70
O -0.82 -0.22 -4.41
H -1.15 0.63 -4.11
H -0.31 -0.55 -3.67
O 2.76 2.76 -1.93
H 2.08 2.21 -1.53
H 2.32 3.61 -2.07
O -1.16 -2.83 2.38
H -0.60 -2.57 3.12
H -0.71 -3.59 2.01
O 1.70 0.15 3.40
H 1.05 0.14 2.69
H 1.29 -0.37 4.10
O 1.21 3.56 1.86
H 1.18 2.68 1.49
H 1.78 4.05 1.27
O 1.26 -3.80 0.52
H 1.84 -3.15 0.92
H 1.58 -3.89 -0.37
O -3.43 -1.98 -0.33
H -3.29 -1.93 0.61
H -2.62 -1.64 -0.72
O -3.03 2.44 0.05
H -2.10 2.26 0.05
H -3.11 3.30 -0.38
O 2.70 -1.75 1.62
H 2.29 -0.97 1.99
H 3.09 -2.19 2.38
O -2.87 0.40 2.44
H -2.39 1.09 2.90
H -2.27 0.11 1.75
O 1.61 -3.31 -2.40
H 1.24 -2.42 -2.46
H 2.43 -3.26 -2.88
O -1.35 2.17 -3.35
H -1.73 2.98 -3.00
H -0.77 1.86 -2.67



This record from OMol25 describes a structure of composition F6KN3O12S6 at a distorted geometry. The level of theory is ωB97M-V/def2-TZVPD.

Orbital gap = 7.802 eV
Energy relative to the best compared isomer or geometry (same formula, charge and spin) = 551.5 kJ/mol
LUMO = 2.1 eV
Charge = -2

Cartesian coordinates (Å):
K 0.58 -0.25 1.15
N -2.42 -1.72 3.96
S -2.88 -3.22 3.94
O -4.05 -3.62 4.72
O -1.87 -4.20 3.64
F -3.59 -3.18 2.46
S -2.02 -1.92 5.57
O -0.82 -2.62 5.91
O -3.11 -1.89 6.54
F -1.42 -0.45 5.68
N -0.67 4.36 0.29
S 0.47 5.41 1.01
O 0.26 6.90 1.05
O 1.84 4.95 1.12
F 0.02 5.13 2.55
S -0.78 5.21 -0.97
O 0.39 5.63 -1.71
O -1.96 6.02 -0.96
F -1.28 3.93 -1.88
N 2.95 -2.54 -5.83
S 1.59 -2.08 -4.94
O 1.68 -1.54 -3.56
O 0.35 -2.79 -5.32
F 1.38 -0.73 -5.80
S 3.56 -3.41 -4.74
O 2.77 -4.53 -4.18
O 4.49 -2.62 -3.92
F 4.52 -4.24 -5.77



This record from OMol25 describes a structure of composition F8KN4NaO16S8 at a distorted geometry. The level of theory is ωB97M-V/def2-TZVPD.

Orbital gap = 7.172 eV
Energy relative to the best compared isomer or geometry (same formula, charge and spin) = 683.4 kJ/mol
LUMO = 2.4 eV
Charge = -2

Cartesian coordinates (Å):
Na -0.45 0.96 -0.08
K -1.12 3.54 -1.02
N 0.63 2.71 1.00
S 2.02 3.72 0.91
O 3.36 3.16 1.07
O 1.90 5.20 1.01
F 1.91 3.66 -0.72
S 0.77 2.64 2.49
O 0.40 3.84 3.21
O 1.70 1.76 3.08
F -0.60 1.72 2.54
N -1.93 1.09 -1.88
S -3.54 1.22 -2.36
O -4.49 0.09 -2.33
O -3.80 2.27 -3.34
F -4.16 1.95 -1.06
S -1.62 0.21 -3.00
O -1.60 0.71 -4.36
O -1.97 -1.18 -2.79
F -0.02 0.16 -2.77
N 3.93 -1.18 1.81
S 4.98 -0.70 0.52
O 4.90 0.68 -0.04
O 5.38 -1.71 -0.40
F 6.21 -0.55 1.56
S 2.79 -1.65 0.95
O 2.86 -2.87 0.26
O 1.79 -0.73 0.43
F 1.99 -2.14 2.28
N -3.06 -3.15 -0.46
S -2.05 -4.31 0.21
O -2.58 -5.22 1.23
O -0.64 -4.03 0.12
F -2.11 -5.19 -1.10
S -2.80 -2.07 0.62
O -1.69 -1.16 0.33
O -3.28 -2.32 2.02
F -4.02 -1.14 0.07



This record from OMol25 describes a structure of composition F8N4O16PtS8 at a distorted geometry. The level of theory is ωB97M-V/def2-TZVPD.

⟨S²⟩ = 3.76
Orbital gap (alpha / beta) = 9.173 / 5.523 eV
Multiplicity = 4
LUMO (alpha / beta) = -0.5 / -3.9 eV
Charge = -1

Cartesian coordinates (Å):
Pt 0.13 0.06 -0.01
N 1.59 -1.20 0.93
S 1.75 -1.70 2.33
O 3.01 -1.61 3.04
O 0.83 -2.73 2.74
F 1.01 -0.32 2.80
S 2.72 -2.37 0.42
O 2.52 -3.72 0.74
O 4.11 -1.89 0.29
F 2.29 -2.35 -1.17
N -1.26 0.91 1.29
S -2.66 0.20 1.96
O -3.86 0.12 1.14
O -2.89 0.38 3.41
F -2.04 -1.27 1.98
S -1.83 2.29 1.56
O -1.86 2.71 3.00
O -2.77 2.85 0.59
F -0.44 2.99 0.99
N 1.17 1.58 -1.11
S 2.53 2.23 -0.35
O 2.51 3.67 -0.07
O 3.78 1.65 -0.69
F 2.22 1.58 1.15
S 1.22 2.48 -2.32
O 2.49 2.46 -3.11
O 0.41 3.68 -2.32
F 0.36 1.48 -3.25
N -1.11 -1.10 -1.20
S -2.42 -0.61 -2.17
O -3.78 -0.76 -1.64
O -2.26 -0.80 -3.65
F -2.26 0.99 -2.01
S -1.41 -2.54 -1.44
O -0.84 -3.16 -2.64
O -2.59 -3.13 -0.86
F -0.38 -3.08 -0.35



This record from OMol25 describes a structure of composition FFe2H10O5 at a distorted geometry. The level of theory is ωB97M-V/def2-TZVPD.

⟨S²⟩ = 24.76
Orbital gap (alpha / beta) = 4.302 / 7.477 eV
Multiplicity = 10
Energy relative to the best compared isomer or geometry (same formula, charge and spin) = 0.0 kJ/mol
LUMO (alpha / beta) = -7.9 / -8.5 eV
Charge = +2

Cartesian coordinates (Å):
Fe 0.82 1.27 -1.09
Fe -1.04 -1.07 1.84
F -0.10 -0.05 0.25
O 1.12 2.59 0.56
H 0.71 3.39 0.88
H 1.96 2.56 1.01
O -1.14 1.93 -1.45
H -1.96 1.50 -1.71
H -1.37 2.86 -1.37
O 0.56 -0.16 -2.56
H 1.18 -0.68 -3.08
H -0.30 -0.36 -2.94
O -1.44 -2.75 0.54
H -0.60 -2.97 0.14
H -1.89 -3.59 0.63
O 0.86 -1.63 2.58
H 0.99 -1.64 3.53
H 1.63 -1.19 2.24



This record from OMol25 describes a structure of composition FH2N2O at a distorted geometry. The level of theory is ωB97M-V/def2-TZVPD.

Orbital gap (alpha / beta) = 8.431 / 8.430 eV
Energy relative to the best compared isomer or geometry (same formula, charge and spin) = 89.2 kJ/mol
LUMO (alpha / beta) = 5.3 / 5.3 eV
Charge = -1

Cartesian coordinates (Å):
N 0.41 0.37 -0.29
N -1.07 0.70 -1.36
O -1.59 1.67 -0.97
F -2.18 -0.53 -0.78
H 0.35 0.35 0.68
H 0.33 -0.52 -0.77



This record from OMol25 describes a cluster of 2 separate species, FH2NO3S in total at a distorted geometry. The level of theory is ωB97M-V/def2-TZVPD.

Orbital gap (alpha / beta) = 8.120 / 8.842 eV
Energy relative to the best compared isomer or geometry (same formula, charge and spin) = 181.4 kJ/mol
LUMO (alpha / beta) = -2.5 / -1.5 eV

Cartesian coordinates (Å):
N 0.27 -1.69 0.30
O -1.71 -0.75 -3.20
O 0.58 -0.04 -3.01
O -0.44 -0.69 -0.16
F 0.09 -2.40 -2.58
S -0.51 -0.76 -2.47
H -0.16 -2.24 1.03
H 1.29 -1.47 0.40



This record from OMol25 describes a structure of composition FH2O2P at a distorted geometry. The level of theory is ωB97M-V/def2-TZVPD.

Orbital gap = 10.005 eV
Energy relative to the best compared isomer or geometry (same formula, charge and spin) = 211.9 kJ/mol
LUMO = -0.2 eV

Cartesian coordinates (Å):
O -0.70 1.25 0.43
O 1.37 -0.57 -0.35
F -1.63 -0.89 0.48
P -0.80 -0.05 -0.58
H 0.10 1.73 0.40
H 1.64 -1.47 -0.39